# 1
The following is a quantum chemistry calculation of 2 unconnected molecules or ions with the total composition C5H12NO, from OMol25.

Last column: natural (NBO) charge in e.
Geometry (Å):
C 2.637 1.550 -0.823  -0.58
C 1.175 1.943 -0.532  -0.47
C 0.513 0.814 0.148  -0.09
C -0.835 0.877 0.449  -0.12
N -1.217 -0.223 1.285  -0.42
C -2.031 -1.112 0.919  0.15
H 3.103 2.334 -1.354  0.23
H 3.066 1.359 0.168  0.20
H 2.536 0.599 -1.324  0.20
H 1.119 2.878 0.048  0.24
H 0.699 2.180 -1.488  0.23
H 1.152 0.098 0.642  0.21
H -1.559 1.601 0.018  0.26
H -0.560 -0.301 2.017  0.44
H -2.589 -0.979 0.001  0.23
H -2.111 -2.150 1.421  0.26
H -2.197 -4.239 -0.078  0.49
H -1.199 -3.775 -1.148  0.50
O -1.701 -3.457 -0.368  -0.98

orbital gap = 9.31 eV
highest occupied orbital energy = -14.0 eV
charge = +1
M = 102.2 g mol⁻¹
multiplicity = 1
F_max = 0.082 hartree/bohr

# 2
The following is a quantum chemistry calculation of a gas-phase ion, C2H3NO3P (charge -1), from OMol25.

Last column: natural (NBO) charge in e.
Geometry (Å):
N 1.488 0.012 -0.163  -0.85
C 0.544 0.949 -0.102  0.39
O 0.755 1.950 -0.834  -0.68
P -0.823 0.763 1.057  0.13
C -1.626 -0.828 -0.048  0.72
O -0.840 -1.655 -0.427  -0.73
O -2.782 -0.519 -0.339  -0.72
H 2.298 0.302 -0.937  0.36
H 1.151 -0.952 -0.250  0.42
H -0.165 -0.022 2.044  -0.05

orbital gap = 8.19 eV
highest occupied orbital energy = -4.0 eV
charge = -1
M = 120.0 g mol⁻¹
multiplicity = 1
F_max = 0.096 hartree/bohr
SMILES = NC(=O)PC(=O)[O-]

# 3
The following is a quantum chemistry calculation of a molecular structure, C25H30N9O12P2SSn, from OMol25.

Last column: Mulliken charge in e.
Geometry (Å):
Sn 0.916 1.129 0.367  2.42
C 4.611 3.076 3.830  -1.83
C 3.811 2.056 3.040  1.29
O 4.187 0.716 3.331  -0.60
P 2.063 2.074 3.502  0.53
O 1.998 1.742 5.049  -0.53
O 1.610 3.578 3.447  -0.54
O 1.136 1.175 2.741  -0.69
P 4.009 2.312 1.208  0.67
O 3.189 3.678 0.941  -0.49
O 5.443 2.415 0.916  -0.77
O 3.191 1.240 0.498  -0.65
H 4.600 2.822 4.891  0.39
H 4.190 4.071 3.690  0.45
H 5.643 3.077 3.479  0.43
H 5.086 0.579 2.999  0.42
H 2.439 0.917 5.290  0.37
H 0.650 3.679 3.436  0.37
H 3.737 4.455 1.105  0.28
N 1.276 1.149 -2.058  -0.42
C 0.828 2.342 -2.798  -0.70
C 1.492 3.604 -2.282  -0.46
C 0.738 4.221 -1.045  0.43
O 0.718 5.431 -0.990  -0.65
O 0.260 3.329 -0.283  -0.49
H 2.288 1.062 -2.115  0.32
H 0.871 0.308 -2.455  0.17
H -0.259 2.412 -2.705  0.33
H 1.061 2.263 -3.868  0.45
H 1.550 4.381 -3.040  0.32
H 2.490 3.384 -1.893  0.18
O -9.570 3.998 1.471  -0.41
S -8.410 4.040 0.622  1.13
O -7.291 4.797 1.111  -0.40
O -8.645 4.126 -0.813  -0.40
C -7.797 2.243 0.578  0.28
N -8.671 1.282 0.447  -0.50
C -8.142 0.063 0.350  -0.51
C -6.767 -0.142 0.390  -0.42
C -5.936 0.968 0.548  0.40
N -6.496 2.186 0.624  -0.30
C -4.466 0.951 0.683  1.28
C -3.787 2.168 0.788  -0.96
C -2.409 2.153 0.910  -0.58
N -1.709 1.022 0.964  -0.13
C -2.355 -0.139 0.926  -0.71
C -3.725 -0.228 0.763  -1.05
H -8.848 -0.750 0.247  0.44
H -6.376 -1.144 0.294  0.37
H -4.341 3.094 0.768  0.61
H -1.822 3.063 0.943  0.64
H -1.729 -1.017 1.020  0.82
H -4.188 -1.201 0.708  0.34
C -0.637 -2.013 -1.701  -1.62
C 0.293 -2.342 -0.586  0.51
N 0.884 -1.454 0.187  0.52
C 1.646 -2.149 1.095  -0.72
C 1.499 -3.477 0.868  -0.79
N 0.635 -3.593 -0.201  0.23
C 0.234 -4.842 -0.808  -0.97
N 1.363 -5.548 -1.335  0.70
N 1.601 -6.831 -0.976  -0.73
N 2.624 -7.266 -1.575  -0.49
C 3.142 -6.277 -2.375  0.04
C 4.249 -6.250 -3.224  -0.73
C 4.506 -5.070 -3.882  -0.56
C 3.704 -3.933 -3.698  -0.68
C 2.599 -3.942 -2.874  -0.20
C 2.323 -5.140 -2.221  1.34
H -0.804 -0.938 -1.699  0.26
H -1.595 -2.515 -1.570  0.48
H -0.221 -2.307 -2.666  0.37
H 2.230 -1.627 1.831  0.52
H 1.913 -4.340 1.353  0.47
H -0.489 -4.641 -1.602  0.45
H -0.216 -5.504 -0.065  0.37
H 4.872 -7.124 -3.345  0.44
H 5.349 -5.003 -4.555  0.38
H 3.963 -3.022 -4.217  0.40
H 1.990 -3.061 -2.731  0.12

orbital gap (spin up / spin down) = 4.66 / 5.67 eV
highest occupied orbital energy (spin up / spin down) = -11.2 / -11.4 eV
charge = +1
M = 861.3 g mol⁻¹
multiplicity = 1
F_max = 0.103 hartree/bohr

# 4
The following is a quantum chemistry calculation of a gas-phase ion, C6H10N (charge +1), from OMol25.

Last column: natural (NBO) charge in e.
Geometry (Å):
C 0.876 -2.369 -1.435  -0.30
C 0.810 -1.273 -0.598  -0.08
N 0.003 -0.082 -0.734  -0.39
C 0.549 1.399 -0.664  -0.17
C -0.247 0.900 0.392  0.09
C -0.288 0.618 1.825  -0.42
C -1.557 1.033 1.002  -0.41
H 1.350 -3.302 -1.246  0.25
H 0.336 -2.329 -2.343  0.20
H 1.243 -1.490 0.362  0.23
H -0.661 -0.056 -1.592  0.46
H 0.092 2.098 -1.346  0.25
H 1.619 1.485 -0.483  0.25
H 0.208 1.437 2.350  0.25
H -0.081 -0.256 2.447  0.27
H -2.270 0.175 0.744  0.26
H -1.983 2.012 1.319  0.27

orbital gap = 11.05 eV
highest occupied orbital energy = -14.3 eV
charge = +1
M = 96.2 g mol⁻¹
multiplicity = 1
F_max = 0.080 hartree/bohr
SMILES = C=C[N@@H+]1CC12CC2

# 5
The following is a quantum chemistry calculation of 2 unconnected molecules or ions with the total composition H4O2, from OMol25.

Last column: natural (NBO) charge in e.
Geometry (Å):
O 1.535 -0.160 -0.088  -0.95
H 0.606 -0.328 -0.050  0.47
H 1.582 0.749 -0.325  0.46
O -1.090 -0.001 -0.224  -0.93
H -0.916 0.432 0.633  0.47
H -1.717 -0.692 0.054  0.48

orbital gap = 11.59 eV
highest occupied orbital energy = -11.0 eV
M = 36.0 g mol⁻¹
multiplicity = 1
F_max = 0.032 hartree/bohr
SMILES = O.O

# 6
The following is a quantum chemistry calculation of a single C4H12N2O2 molecule, from OMol25.

Last column: natural (NBO) charge in e.
Geometry (Å):
N 1.910 -1.398 0.771  -0.83
C 0.821 -0.381 0.894  -0.09
C 1.356 1.029 1.129  -0.08
O 0.308 1.957 1.431  -0.73
C 0.032 -0.524 -0.403  -0.22
N -1.214 0.273 -0.369  -0.64
C -2.192 -0.285 -1.263  0.09
O -1.965 -0.304 -2.682  -0.75
H 2.651 -0.955 0.237  0.35
H 2.204 -1.669 1.699  0.36
H 0.124 -0.613 1.704  0.19
H 1.769 1.467 0.220  0.18
H 2.069 1.011 1.961  0.17
H -0.145 1.694 2.233  0.47
H -0.268 -1.555 -0.544  0.21
H 0.685 -0.289 -1.257  0.17
H -1.150 1.266 -0.571  0.37
H -3.179 0.164 -1.123  0.16
H -2.349 -1.345 -1.059  0.16
H -1.468 0.458 -3.008  0.46

orbital gap = 10.05 eV
highest occupied orbital energy = -9.2 eV
M = 120.2 g mol⁻¹
multiplicity = 1
F_max = 0.032 hartree/bohr
SMILES = N[C@@H](CO)CNCO

# 7
The following is a quantum chemistry calculation of 4 unconnected molecules or ions with the total composition CH10O4, from OMol25.

Last column: natural (NBO) charge in e.
Geometry (Å):
C 0.482 0.040 2.588  -0.25
O 0.676 0.224 1.159  -0.77
H 1.463 -0.223 2.958  0.19
H 0.065 0.962 2.984  0.18
H -0.260 -0.745 2.733  0.17
H 0.068 0.860 0.780  0.50
O -0.591 -0.530 -2.795  -0.98
H -0.861 -1.001 -3.581  0.47
H -0.383 -1.276 -2.206  0.50
O 0.071 2.072 -1.165  -0.97
H 0.698 2.770 -1.400  0.47
H 0.274 1.352 -1.776  0.50
O -0.505 -1.849 -0.326  -0.97
H -1.305 -1.373 -0.164  0.46
H 0.108 -1.283 0.212  0.50

orbital gap = 11.52 eV
highest occupied orbital energy = -10.7 eV
M = 86.1 g mol⁻¹
multiplicity = 1
F_max = 0.036 hartree/bohr
SMILES = CO.O.O.O

# 8
The following is a quantum chemistry calculation of a single C6H12BNO3 molecule, from OMol25.

Last column: Löwdin spin population.
Geometry (Å):
B 1.139 1.136 0.209  0.04
C -0.167 -1.175 -0.084  0.08
C 0.146 -0.525 -1.298  0.38
C -0.430 -0.986 -2.620  0.05
C -0.271 -1.928 2.150  0.05
C -1.060 2.292 0.400  0.00
C 0.489 -1.273 1.067  0.31
N 0.866 0.565 -1.124  0.37
O 1.251 1.295 -2.085  0.62
O 2.459 1.301 0.472  0.01
O 0.177 1.804 0.910  0.01
H -1.143 -1.604 -0.074  0.01
H -0.228 -1.926 -3.003  0.01
H -1.559 -0.837 -2.209  0.02
H -0.337 -0.196 -3.415  0.00
H -0.894 -1.218 2.636  0.02
H 0.365 -2.381 2.906  0.00
H -0.904 -2.683 1.770  0.01
H -1.628 2.678 1.297  0.00
H -1.697 1.580 -0.162  0.00
H -0.840 3.225 -0.092  0.00
H 1.592 -1.003 1.144  0.01
H 2.674 1.858 1.208  0.00

orbital gap (spin up / spin down) = 6.35 / 8.46 eV
highest occupied orbital energy (spin up / spin down) = -5.6 / -9.7 eV
M = 157.0 g mol⁻¹
multiplicity = 3
F_max = 0.119 hartree/bohr

> Which of these has the highest multiplicity?

C6H12BNO3

> M of number 3 (C25H30N9O12P2SSn)?

861.3 g mol⁻¹